[1]
C4H8N4 | ωB97M-V with the def2-TZVPD basis set

Last column: Mulliken spin population.
Cartesian coordinates (Å):
C1 -0.0341 -1.6711 1.3152  0.45
C2 -0.8230 -1.5480 2.4912  -0.03
C3 0.7360 0.0641 -0.2308  0.79
C4 1.3717 1.4398 -2.0907  -0.01
N1 0.2693 -0.9532 0.2930  0.16
N2 -1.4932 -0.4516 2.6867  0.48
N3 -0.8927 0.8286 -1.8076  0.08
N4 0.5097 0.6890 -1.3328  0.07
H1 0.4103 -2.6841 1.1976  0.03
H2 -0.7391 -2.3726 3.2199  0.00
H3 1.0033 2.3981 -2.4249  -0.01
H4 2.2117 1.6509 -1.4831  -0.01
H5 1.8020 0.9574 -2.9355  0.01
H6 -1.9047 -0.3710 3.6404  -0.01
H7 -1.2652 0.2749 -1.0826  0.00
H8 -1.1620 1.7487 -1.4558  0.00

## Properties
strongest force on any atom: 5.49 eV Å⁻¹
HOMO energy (spin up / spin down): -5.941 / -9.336 eV
2S+1: 3
LUMO level (spin up / spin down): 0.930 / -1.321 eV
<S²>: 2.02
gap between HOMO and LUMO (spin up / spin down): 6.8710 / 8.0150 eV
ΔE to the lowest compared entry with this formula, charge and spin: 203.8 kJ/mol



[2]
C14H24F10InN3O18S9 | ωB97M-V with the def2-TZVPD basis set

Last column: Löwdin charge in e.
Cartesian coordinates (Å):
In1 1.1040 -0.2485 -1.4563  0.98
C1 2.9136 -2.6069 4.8203  -0.54
F1 1.6692 -2.2255 4.4008  0.14
F2 3.3901 -1.7279 5.7203  0.13
F3 2.9195 -3.8215 5.3706  0.17
S1 4.2340 -2.6223 3.3242  0.70
O1 5.3552 -3.3511 3.7866  -0.24
O2 3.3753 -3.3057 2.3122  -0.32
N1 4.2865 -0.9915 2.7543  -0.25
S2 5.4604 -0.3176 3.5644  0.59
O3 5.1957 1.0981 3.5157  -0.23
O4 5.6190 -0.7313 4.9599  -0.25
C2 7.0636 -0.6726 2.4428  -0.61
F4 6.7356 -0.9701 1.1091  0.09
F5 7.8169 0.4012 2.5233  0.16
F6 7.7710 -1.6125 2.9565  0.19
N2 -3.2980 1.3051 -4.2080  -0.10
S3 -4.2596 0.5839 -5.1781  0.39
O5 -3.7048 0.4836 -6.5078  -0.19
O6 -5.6996 0.4503 -4.9771  -0.19
F7 -3.7881 -0.8183 -4.5762  -0.20
S4 -4.0757 2.6733 -4.8572  0.63
O7 -5.3153 3.1988 -4.1614  -0.23
O8 -3.7140 3.2890 -6.1318  -0.21
F8 -2.9711 3.6537 -4.0560  -0.27
N3 3.4014 3.8600 -3.8122  -0.16
S5 3.6229 4.6945 -4.9274  0.40
O9 4.8171 4.5424 -5.7225  -0.17
O10 2.9153 5.9757 -4.9341  -0.16
F9 2.5816 3.9716 -5.9720  -0.21
S6 4.6311 4.5486 -2.8914  0.59
O11 4.5483 5.8325 -2.2236  -0.21
O12 5.9317 3.9656 -3.0705  -0.20
F10 4.0917 3.7944 -1.5862  -0.21
C3 -0.8551 8.5426 2.2484  -0.19
C4 -2.1489 8.1116 1.5268  -0.22
C5 -2.6276 6.7632 2.0930  -0.21
S7 -1.1818 5.8223 2.8884  0.72
O13 -0.8290 4.7559 1.9271  -0.37
O14 -1.6624 5.5592 4.2245  -0.34
C6 -0.0554 7.2464 2.7321  -0.20
H1 -0.9485 9.2072 3.1073  0.10
H2 -0.2648 9.2122 1.6228  0.11
H3 -1.8930 8.0208 0.4711  0.11
H4 -3.0060 8.7840 1.5630  0.11
H5 -3.2459 6.1663 1.4225  0.10
H6 -3.3327 7.0930 2.8560  0.09
H7 0.5158 6.9812 1.8425  0.09
H8 0.6571 7.2370 3.5570  0.10
C7 3.0541 -9.7277 -3.3669  -0.27
C8 2.9458 -9.1617 -4.7709  -0.22
C9 1.5422 -8.5012 -4.8919  -0.19
S8 1.1474 -7.9008 -3.1731  0.73
O15 -0.0562 -8.4971 -2.6075  -0.34
O16 1.4256 -6.4575 -3.0375  -0.37
C10 2.6212 -8.7375 -2.3771  -0.22
H9 4.0317 -10.1726 -3.1811  0.12
H10 2.3133 -10.5272 -3.3682  0.12
H11 3.1646 -9.9272 -5.5154  0.12
H12 3.6700 -8.3653 -4.9425  0.11
H13 0.7821 -9.2496 -5.1162  0.10
H14 1.5212 -7.6458 -5.5670  0.10
H15 2.4413 -9.1777 -1.3963  0.11
H16 3.2895 -7.8808 -2.2906  0.10
C11 -5.6481 -0.4587 4.5461  -0.25
C12 -6.5013 0.4426 3.6735  -0.19
C13 -5.8816 0.2094 2.2321  -0.20
S9 -5.2900 -1.5302 2.1435  0.63
O17 -3.8761 -1.4067 1.9418  -0.34
O18 -6.0807 -2.3550 1.3378  -0.30
C14 -5.7470 -1.8716 3.9202  -0.20
H17 -6.0179 -0.6855 5.5460  0.11
H18 -4.5986 -0.2450 4.7487  0.12
H19 -6.5379 1.4795 4.0076  0.11
H20 -7.5559 0.1722 3.7251  0.11
H21 -5.2433 0.9639 1.7723  0.10
H22 -6.7034 0.1530 1.5183  0.08
H23 -5.1425 -2.6946 4.3014  0.11
H24 -6.8157 -2.0449 3.7941  0.10

## Properties
strongest force on any atom: 16.87 eV Å⁻¹
HOMO energy: -10.157 eV
2S+1: 1
LUMO level: -8.899 eV
gap between HOMO and LUMO: 1.2575 eV
ΔE to the lowest compared entry with this formula, charge and spin: 982.8 kJ/mol



Among the records above, which one has the lowest ΔE to the lowest compared entry with this formula, charge and spin? C4H8N4